Here is a cluster of 2 separate species, C4H14N in total from the Open Molecules 2025 dataset. Energies are from ωB97M-V/def2-TZVPD.

Relative energy (zero: lowest compared OMol25 entry of this formula, charge and spin) (kJ/mol): 35.75
Net charge: 0
E_tot (Eh): -215.4185
LUMO energy (alpha / beta) (eV): 1.1 / 0.7
<S²>: 0.75
Multiplicity: 2
Orbital gap (alpha / beta) (eV): 4.759 / 12.686

Each line ends with the Löwdin spin population.
Atoms and positions in Å:
1 C 2.02278 -1.56005 -0.39237  0.0029
2 C 0.79234 -2.28005 -0.98242  0.0178
3 H 2.86302 -2.20805 -0.59800  0.0001
4 H 2.13445 -0.57713 -0.84752  0.0041
5 H 2.01560 -1.45316 0.67296  0.0003
6 H -0.14578 -1.75772 -0.79340  0.0234
7 H 0.81622 -3.31379 -0.64772  0.0004
8 H 0.89308 -2.28475 -2.06975  0.0025
9 C -1.35301 1.68251 0.97755  0.1241
10 C 0.03713 1.11193 1.16803  0.0425
11 N -1.85538 1.49583 -0.44197  0.2563
12 H -2.09107 1.19183 1.58441  0.0325
13 H -1.36488 2.74372 1.16749  0.0309
14 H 0.85058 1.70894 0.75935  0.0109
15 H 0.05888 0.12214 0.72552  0.0121
16 H -1.31471 0.78015 -0.96386  0.1093
17 H -2.88474 1.25627 -0.49054  0.1690
18 H -1.76447 2.35923 -1.03731  0.1566
19 H 0.28996 0.98216 2.20953  0.0043

***

Here is the ion C2H10N3 with charge +1 from the Open Molecules 2025 dataset. Energies are from ωB97M-V/def2-TZVPD.

Relative energy (zero: lowest compared OMol25 entry of this formula, charge and spin) (kJ/mol): 127.13
Net charge: +1
E_tot (Eh): -246.2102
LUMO energy (eV): -3.2
Structure (SMILES): NC[NH2+]CN
Orbital gap (eV): 11.166

Each line ends with the natural charge from an NBO analysis.
Atoms and positions in Å:
1 N -1.58714 0.04048 -1.38324  -0.8590
2 C -0.20684 0.29678 -1.45809  -0.0387
3 N 0.49963 -0.36417 -0.23423  -0.5075
4 C 0.16805 0.12289 1.10813  -0.0819
5 N 1.08187 -0.50209 2.02114  -0.8357
6 H -2.05209 -0.70429 -1.86699  0.4103
7 H -2.14021 0.88809 -1.37564  0.4052
8 H 0.05917 1.33485 -1.25969  0.2161
9 H 0.26272 -0.09838 -2.35604  0.2187
10 H 0.28861 -1.35671 -0.26014  0.4389
11 H 1.49870 -0.24118 -0.38481  0.4248
12 H -0.87937 -0.05553 1.33067  0.2371
13 H 0.12337 1.21936 1.20795  0.1991
14 H 2.00059 -0.10071 1.91748  0.3669
15 H 0.88292 -0.47939 2.99351  0.4058

***

Here is a cluster of 2 separate species, FHS2 in total from the Open Molecules 2025 dataset. Energies are from ωB97M-V/def2-TZVPD.

Relative energy (zero: lowest compared OMol25 entry of this formula, charge and spin) (kJ/mol): 489.68
Net charge: 0
E_tot (Eh): -896.6099
LUMO energy (alpha / beta) (eV): -5.0 / -5.0
Orbital gap (alpha / beta) (eV): 3.350 / 3.327

Each line ends with the natural charge from an NBO analysis.
Atoms and positions in Å:
1 F -1.30877 -0.88369 0.75942  -0.4318
2 S 1.97861 0.29563 -0.30320  -0.1442
3 S -2.32636 -0.83070 -0.56093  0.5090
4 H 1.65652 1.41875 0.10471  0.0670

***

Here is a cluster of 2 separate species, C6H12O in total from the Open Molecules 2025 dataset. Energies are from ωB97M-V/def2-TZVPD.

Relative energy (zero: lowest compared OMol25 entry of this formula, charge and spin) (kJ/mol): 159.79
Net charge: 0
E_tot (Eh): -310.9984
LUMO energy (eV): 0.9
Structure (SMILES): C=CC/C=C/C.O
Orbital gap (eV): 10.340

Each line ends with the natural charge from an NBO analysis.
Atoms and positions in Å:
1 C 2.03336 2.50734 -0.95675  -0.3995
2 C 1.66960 1.45021 -0.24849  -0.1630
3 C 0.27477 0.86862 -0.21344  -0.4842
4 C 0.04732 -0.13964 0.87751  -0.1950
5 C 0.04355 -1.45107 0.70865  -0.1613
6 C -0.20805 -2.44300 1.80760  -0.6416
7 H 3.06850 2.82025 -0.94576  0.2018
8 H 1.31442 3.06854 -1.54108  0.1886
9 H 2.44348 0.93281 0.31442  0.2002
10 H 0.14576 0.35969 -1.16829  0.2069
11 H -0.49401 1.65545 -0.18889  0.2178
12 H -0.08197 0.23208 1.88884  0.1920
13 H 0.20245 -1.89858 -0.27180  0.1889
14 H 0.50619 -3.27006 1.73752  0.2162
15 H -1.18892 -2.88497 1.65576  0.2198
16 H -0.27991 -1.96382 2.78816  0.2117
17 O -2.98584 -0.53158 -1.67566  -0.9333
18 H -3.48434 0.28280 -1.53000  0.4671
19 H -2.07001 -0.23859 -1.71140  0.4668

***

Here is a cluster of 8 separate species, C22H50Br4N6O6 in total from the Open Molecules 2025 dataset. Energies are from ωB97M-V/def2-TZVPD.

Relative energy (zero: lowest compared OMol25 entry of this formula, charge and spin) (kJ/mol): 90.37
Net charge: 0
E_tot (Eh): -11944.2904
LUMO energy (eV): 0.0
Structure (SMILES): CN(C)C=O.CN(C)C=O.CN(C)C=O.CN(C)C=O.CN(C)C=O.CN(C)C=O.BrCCBr.BrCCBr
Orbital gap (eV): 9.097

Each line ends with the Mulliken charge.
Atoms and positions in Å:
1 C 3.63916 -2.74753 -0.94039  -0.6405
2 N 3.86781 -3.22361 -2.28733  0.2381
3 C 5.10832 -2.85281 -2.91727  -0.9905
4 C 2.97432 -4.05499 -2.88800  0.0700
5 O 3.03852 -4.45288 -4.02755  -0.5993
6 H 4.17499 -3.35662 -0.20913  0.3285
7 H 2.58811 -2.74556 -0.65602  0.2157
8 H 3.93794 -1.70266 -0.85318  -0.0092
9 H 5.13815 -3.18722 -3.94947  0.3457
10 H 5.27071 -1.76932 -2.92420  0.2735
11 H 5.96402 -3.28066 -2.37839  0.3402
12 H 2.21246 -4.41000 -2.17306  0.4005
13 C -4.35376 3.19532 -3.03340  -0.8947
14 N -4.71270 1.83865 -3.35583  0.2201
15 C -3.65763 0.94863 -3.73036  -0.8285
16 C -5.99189 1.39182 -3.26098  0.1546
17 O -6.35764 0.26735 -3.50069  -0.5730
18 H -3.66133 3.21622 -2.19284  0.1838
19 H -5.24553 3.78431 -2.83046  0.3421
20 H -3.90155 3.67768 -3.90793  0.3499
21 H -3.05549 0.66724 -2.85740  0.0457
22 H -4.01925 0.06715 -4.24554  0.3375
23 H -2.98541 1.44521 -4.44521  0.3510
24 H -6.68011 2.19249 -2.93881  0.2839
25 C 0.72620 -3.96935 2.37003  -0.6891
26 N 1.85616 -3.18007 2.78589  0.1348
27 C 1.58122 -2.01106 3.59262  -0.7425
28 C 3.09388 -3.44174 2.34421  0.0528
29 O 4.09138 -2.79348 2.59488  -0.6204
30 H 0.17679 -4.38725 3.21559  0.2938
31 H 1.07363 -4.80821 1.76738  0.3141
32 H 0.04350 -3.35534 1.77740  0.1281
33 H 1.26425 -2.34072 4.59454  0.2998
34 H 2.50954 -1.47367 3.75841  0.3696
35 H 0.76493 -1.44077 3.15297  0.0255
36 H 3.17282 -4.26878 1.61954  0.4228
37 C 3.55886 3.17548 0.18946  -0.8517
38 N 4.30034 2.50327 -0.84025  0.2501
39 C 5.20558 1.46922 -0.45720  -0.9511
40 C 4.23256 2.96122 -2.11682  0.1105
41 O 4.85432 2.50950 -3.05508  -0.5785
42 H 2.67087 2.58870 0.46135  0.1305
43 H 3.20088 4.17110 -0.05927  0.3450
44 H 4.13991 3.24874 1.11205  0.3404
45 H 5.51200 0.88740 -1.32323  0.2085
46 H 6.12945 1.86286 -0.01180  0.3349
47 H 4.75538 0.80173 0.28244  0.3828
48 H 3.56388 3.82621 -2.23873  0.2753
49 C -1.82660 -0.33885 6.15676  -1.0337
50 N -1.76801 -0.37823 4.72290  0.2201
51 C -1.11750 0.72172 4.07335  -0.6970
52 C -2.08273 -1.49166 4.02608  -0.1273
53 O -1.82194 -1.68317 2.86855  -0.4280
54 H -2.60847 0.31226 6.56688  0.3058
55 H -0.88111 0.03702 6.56514  0.3521
56 H -1.97736 -1.32373 6.59948  0.3696
57 H -1.52429 1.64919 4.47743  0.4832
58 H -0.03498 0.68957 4.22954  0.3230
59 H -1.32162 0.68257 3.00827  -0.1095
60 H -2.59650 -2.24612 4.64294  0.4081
61 C -3.18462 4.21017 3.38526  -0.8609
62 N -3.57414 4.16151 1.99831  0.1534
63 C -2.95595 3.15468 1.19200  -0.2038
64 C -4.31819 5.14051 1.42317  0.0730
65 O -4.59480 5.20703 0.25486  -0.5281
66 H -3.46249 3.27616 3.88069  0.2535
67 H -3.68740 5.01854 3.91668  0.3538
68 H -2.10807 4.38076 3.48171  0.3002
69 H -1.86039 3.11841 1.21745  0.3140
70 H -3.32831 2.14046 1.35392  0.1502
71 H -3.20814 3.35432 0.14905  -0.3112
72 H -4.68199 5.87622 2.15787  0.2669
73 Br 1.55502 -2.06335 -6.50630  -0.1576
74 C 0.80758 -2.84037 -4.89798  -0.3506
75 C -0.68645 -2.57904 -4.82605  -0.4455
76 Br -1.52406 -3.97171 -3.75479  -0.1669
77 H 1.34037 -2.37366 -4.07651  0.0286
78 H 1.04931 -3.89438 -4.92492  0.3971
79 H -1.15217 -2.61079 -5.80187  0.4089
80 H -0.88518 -1.63241 -4.33363  0.2604
81 Br 1.58761 0.00999 -0.38622  -0.0616
82 C -0.28260 0.29943 0.07573  -0.2694
83 C -1.17914 -0.65006 -0.65356  -0.3064
84 Br -2.98818 -0.13950 -0.20645  -0.1200
85 H -0.53850 1.32561 -0.18241  0.3601
86 H -0.30960 0.23140 1.15707  -0.1524
87 H -1.01605 -1.66957 -0.32131  0.2587
88 H -1.02293 -0.55413 -1.72200  0.3582

***

Here is a structure of composition C14H21IN3O9P2PtSe from the Open Molecules 2025 dataset. Energies are from ωB97M-V/def2-TZVPD.

Relative energy (zero: lowest compared OMol25 entry of this formula, charge and spin) (kJ/mol): 52.72
Net charge: -1
E_tot (Eh): -4889.0866
LUMO energy (eV): 2.1
Orbital gap (eV): 7.249

Each line ends with the natural charge from an NBO analysis.
Atoms and positions in Å:
1 Pt 0.50269 -0.98137 0.22349  0.6939
2 N 2.39148 -3.67838 3.71816  -0.8714
3 C 1.97760 -3.00727 2.46270  -0.6521
4 C 2.54236 -3.70000 1.22258  -0.6369
5 P 0.15198 -2.91190 2.48055  2.3904
6 O -0.49313 -4.08811 1.64171  -1.0145
7 O -0.19539 -3.25392 3.97241  -0.9976
8 O -0.36176 -1.55877 2.06580  -1.0807
9 P 2.63665 -1.25928 2.55623  2.4084
10 O 1.77013 -0.58489 3.72855  -1.0126
11 O 4.04702 -1.38943 2.97270  -1.1320
12 O 2.27771 -0.57153 1.24637  -1.1294
13 H 2.58464 -4.65678 3.53283  0.3607
14 H 0.68131 -3.43886 4.40150  0.5353
15 H 3.25998 -3.24651 4.02836  0.4092
16 H 2.21273 -4.74219 1.18863  0.2009
17 H 3.63195 -3.66563 1.26968  0.2287
18 H 2.21373 -3.20692 0.30740  0.2478
19 H -0.81165 -3.76957 0.76956  0.5329
20 H 0.94527 -0.20918 3.37683  0.5333
21 I -1.49464 -2.05747 -1.07617  -0.4945
22 O -3.21859 3.14508 2.86179  -0.7174
23 C -2.82909 3.85571 1.79881  0.4280
24 C -3.49564 5.05270 1.51549  -0.3238
25 C -3.12159 5.82315 0.43041  -0.1978
26 C -2.07611 5.42268 -0.39530  -0.2942
27 C -1.41894 4.23403 -0.11627  -0.1605
28 C -1.77334 3.43230 0.96196  -0.2658
29 C -1.03173 2.11985 1.20360  0.7666
30 O -1.36029 1.45604 2.22811  -0.7651
31 O -0.16954 1.79182 0.36704  -0.7851
32 H -2.57874 2.34378 2.86279  0.5171
33 H -4.30473 5.35526 2.16873  0.2061
34 H -3.64784 6.74953 0.22838  0.1944
35 H -1.77630 6.03375 -1.23780  0.1944
36 H -0.59224 3.89432 -0.72860  0.2175
37 C -0.61944 1.73591 -2.54710  -0.4306
38 N -0.28855 0.61315 -3.41754  -0.3315
39 C -0.88875 0.36181 -4.62832  -0.0621
40 C -0.32128 -0.75254 -5.13580  -0.0659
41 N 0.61257 -1.17542 -4.21563  -0.3519
42 C 1.42356 -2.37445 -4.32598  -0.4035
43 C 0.62109 -0.33688 -3.15925  0.2819
44 Se 1.80791 -0.51307 -1.71569  -0.0315
45 H -0.77418 2.61789 -3.16606  0.2001
46 H 0.17852 1.90217 -1.82718  0.2896
47 H -1.51905 1.50458 -1.97972  0.2453
48 H -1.66901 0.99416 -5.01077  0.2321
49 H -0.50268 -1.28511 -6.05131  0.2241
50 H 1.07798 -2.93843 -5.18920  0.2039
51 H 1.31123 -2.96646 -3.42003  0.2488
52 H 2.47412 -2.11934 -4.44943  0.2174